#a
Below is a gas-phase ion, C6H13NO (charge +1), with properties calculated with ωB97M-V/def2-TZVPD.

Geometry (Å):
C: -1.74899 1.44854 1.11274
C: -0.60870 0.54197 1.43213
N: -0.03602 -0.23365 0.33510
C: -0.84066 -0.88179 -0.68460
C: -0.65451 -0.40915 -2.13139
C: 1.34357 0.13368 0.05727
C: 2.39472 -0.75588 0.76588
O: -0.08009 0.47192 2.49403
H: -2.66789 1.08388 1.58876
H: -2.01993 1.51048 0.05748
H: -1.59864 2.43070 1.55290
H: -0.73455 -1.95796 -0.56151
H: -1.87445 -0.64907 -0.44044
H: -0.15669 -1.15534 -2.74637
H: -1.65616 -0.43932 -2.54791
H: -0.16580 0.50064 -2.45612
H: 1.48013 0.02448 -1.01143
H: 1.51278 1.16008 0.37708
H: 2.02989 -1.17648 1.69460
H: 2.81783 -1.49557 0.08282
H: 3.26417 -0.15216 1.02900

As for the spin multiplicity: 2. The orbital gap (alpha / beta) is 12.3 / 7.8 eV. For the HOMO energy (alpha / beta), the calculation gives -15.65 / -15.49 eV. Its charge is +1. For the LUMO energy (alpha / beta), the calculation gives -3.382 / -7.685 eV.

---

#b
Below is 2 unconnected molecules or ions with the total composition C6H13NO, with properties calculated with ωB97M-V/def2-TZVPD.

Geometry (Å):
C: 1.84725 -1.50569 0.23884
C: 2.46293 -0.35224 -0.20823
C: 1.91094 0.90351 -0.42818
C: 2.72435 1.96511 -0.70518
H: 0.82522 -1.79148 0.01321
H: 2.44102 -2.21972 0.79761
H: 3.53999 -0.40858 -0.36530
H: 0.84769 1.07581 -0.31779
H: 2.32933 2.96890 -0.78289
H: 3.79156 1.81950 -0.83733
C: -3.02238 -0.69005 -0.72920
N: -1.72561 -0.64508 -0.04567
C: -1.68058 0.36530 0.99056
O: -0.48257 0.23091 1.74503
H: -3.80953 -0.90465 -0.01050
H: -3.01738 -1.48081 -1.48287
H: -3.27338 0.25313 -1.22098
H: -1.01598 -0.44937 -0.74496
H: -1.72070 1.38475 0.59577
H: -2.54352 0.20937 1.64381
H: -0.42864 -0.72862 1.85426

As for the spin multiplicity: 2. The orbital gap (alpha / beta) is 7.0 / 4.7 eV. For the HOMO energy (alpha / beta), the calculation gives -12.68 / -12.67 eV. Its charge is +1. For the LUMO energy (alpha / beta), the calculation gives -5.717 / -7.992 eV.

---

#a ends up most stable, edging out the next structure by 159.3 kJ/mol.

---

#a
Below is a single C2H3ClF2O molecule, with properties calculated with ωB97M-V/def2-TZVPD.

Geometry (Å):
C: -0.15750 -0.52975 -0.44448
C: 1.20286 0.46365 1.21534
O: 1.03357 -0.58389 0.22833
F: -1.16633 -0.35982 0.46996
F: 1.27908 1.63906 0.53906
Cl: 2.59083 0.19675 2.17345
H: -0.29077 -1.42416 -0.90468
H: -0.31661 0.30251 -1.02781
H: 0.23779 0.48659 1.81301

The orbital gap is 12.6 eV. For the HOMO energy, the calculation gives -11.67 eV. For the LUMO energy, the calculation gives 0.936 eV.

---

#b
Below is a single C2H3ClF2O molecule, with properties calculated with ωB97M-V/def2-TZVPD.

Geometry (Å):
C: 1.22041 0.27225 -0.41108
C: -1.13915 -0.22984 0.42179
O: -0.14275 0.41222 -0.45579
F: 1.79884 0.80561 0.66727
F: -1.13761 -1.58261 0.24944
Cl: -2.66666 0.41195 -0.13478
H: 1.58601 0.81962 -1.40817
H: 1.40186 -0.89438 -0.37305
H: -0.92095 -0.01483 1.44438

The orbital gap is 12.3 eV. For the HOMO energy, the calculation gives -11.41 eV. For the LUMO energy, the calculation gives 0.879 eV.

---

#a ends up most stable, edging out the next structure by 19.5 kJ/mol.

---

#a
Below is 2 unconnected molecules or ions with the total composition C8H11NOS, with properties calculated with ωB97M-V/def2-TZVPD.

Geometry (Å):
C: -3.13418 0.87999 -0.42389
C: -2.10573 1.74318 0.05669
C: -2.99245 -0.48657 -0.36895
C: -0.97168 1.21361 0.70375
C: -1.87076 -1.01822 0.22904
C: -0.96368 -0.15982 0.91998
C: 1.76252 0.00303 -1.03629
C: 2.53337 0.44121 0.19531
N: 0.10447 -0.84873 1.57098
O: 2.70188 -0.16105 1.21763
S: 3.20262 2.27135 0.00180
H: -4.05767 1.44322 -0.82856
H: -2.24475 2.77110 -0.08022
H: -3.79494 -1.16039 -0.73692
H: -0.15925 1.92405 1.06604
H: -1.54751 -2.11842 0.41862
H: 0.84251 -0.40290 -0.70904
H: 1.58510 0.81671 -1.63646
H: 2.38779 -0.82078 -1.43221
H: 0.31254 -0.36692 2.44234
H: 3.40252 2.10520 -1.32789
H: -0.00543 -1.75974 1.75932

The orbital gap is 9.0 eV. For the HOMO energy, the calculation gives -8.23 eV. For the LUMO energy, the calculation gives 0.741 eV.

---

#b
Below is 2 unconnected molecules or ions with the total composition C8H11NOS, with properties calculated with ωB97M-V/def2-TZVPD.

Geometry (Å):
C: -2.13064 2.29025 -0.31266
C: -2.51348 1.06152 0.12077
C: -0.42052 0.57374 -0.42361
C: 2.34532 -1.86816 0.06181
C: 2.62386 -0.53892 -0.40360
C: -3.85572 0.66758 0.63164
C: 0.94260 -2.39350 0.23364
C: 3.06594 0.83736 -0.29017
N: -1.51075 0.13040 0.04149
O: 2.75383 -1.51369 -1.29682
S: -0.47496 2.27305 -0.83658
H: -2.69607 3.19978 -0.36160
H: 3.12699 -2.40532 0.59554
H: -4.38090 0.07616 -0.11783
H: -3.74620 0.05471 1.52474
H: -4.44623 1.55011 0.86533
H: 0.88752 -3.01348 1.12416
H: 0.67921 -3.00302 -0.63000
H: 0.22450 -1.57638 0.30070
H: 2.95201 1.18621 0.73250
H: 2.46685 1.47592 -0.94572
H: 4.10686 0.93566 -0.61372

The orbital gap (alpha / beta) is 9.3 / 5.5 eV. For the HOMO energy (alpha / beta), the calculation gives -8.57 / -6.64 eV. For the LUMO energy (alpha / beta), the calculation gives 0.739 / -1.161 eV.

---

#a ends up most stable, edging out the next structure by 409.1 kJ/mol.